Entry 1:
The following is a quantum chemistry calculation of a single C5H10O molecule in a non-equilibrium geometry, from the OMol25 dataset.

XYZ file:
```
16
C5H10O ωB97M-V with the def2-TZVPD basis set
O 1.70 0.83 0.79
C 1.00 0.41 -0.39
C -0.38 1.06 -0.47
C -1.20 0.27 0.52
C -0.73 -1.17 0.36
C 0.70 -1.09 -0.22
H 1.73 1.80 0.79
H 1.62 0.61 -1.27
H -0.39 2.14 -0.36
H -0.89 0.64 -1.59
H -2.27 0.41 0.47
H -0.87 0.56 1.52
H -0.83 -1.79 1.24
H -1.43 -1.55 -0.64
H 1.46 -1.54 0.43
H 0.76 -1.59 -1.18
```

Output
**HOMO-LUMO gap**: 11.18 eV
**Net charge**: 0
**HOMO level**: -10.2 eV
**E**: -7393.5509 eV
**SMILES**: OC1CCCC1
**ΔE to the lowest compared entry with this formula, charge and spin**: 117.2 kJ/mol

Atom charges from the natural (NBO) analysis, given in e for atoms 1 to 4: number 1, O, carries -0.73; number 2, C, carries 0.08; number 3, C, carries -0.40; number 4, C, carries -0.43

Entry 2:
The following is a quantum chemistry calculation of a molecular structure, C3H7NS2 in a non-equilibrium geometry, from the OMol25 dataset.

XYZ file:
```
13
C3H7NS2 ωB97M-V with the def2-TZVPD basis set
C -1.03 -1.63 1.29
C -1.28 -0.05 1.37
C 0.71 0.32 -0.57
H -2.02 -2.48 0.88
H 0.04 -1.92 0.57
H -0.62 -1.89 2.21
H -2.25 0.55 0.78
H -1.50 0.22 2.45
H 1.90 0.96 -1.94
H 2.71 0.99 -0.28
N 1.98 0.60 -0.94
S 0.28 0.53 1.18
S -0.44 -0.06 -1.85
```

Output
**HOMO-LUMO gap**: 8.74 eV
**Net charge**: 0
**HOMO level**: -8.4 eV
**E**: -26382.0088 eV
**ΔE to the lowest compared entry with this formula, charge and spin**: 305.5 kJ/mol

Atom charges from the natural (NBO) analysis, given in e for atoms 1 to 4: number 1, C, carries -0.61; number 2, C, carries -0.65; number 3, C, carries -0.03; number 4, H, carries 0.23